# 1
Computed, not measured: a cluster of 2 separate species, C8H6FO4S in total in a non-equilibrium geometry, with ωB97M-V with the def2-TZVPD basis set.

The value obtained for the HOMO-LUMO gap is 7.56 eV. As for the spin multiplicity: 1. The LUMO energy is 3.4 eV. The HOMO energy comes out at -4.123 eV. The net charge is -1.

Each line ends with the Mulliken charge.
Atoms and positions in Å:
C -3.225 0.976 0.085  -0.3375
C -3.376 -0.394 0.471  -0.3080
C -1.976 1.403 -0.416  -0.4061
C -2.324 -1.322 0.364  -0.7698
C -0.959 0.466 -0.525  -0.2389
C -1.099 -0.823 -0.099  0.2422
C 3.932 1.329 0.509  0.4299
C 3.851 0.134 -0.292  0.2180
O 3.627 2.469 0.678  -0.5451
O 4.533 0.289 0.994  -0.3691
O 0.404 -2.693 1.082  -0.6363
O 1.407 -1.300 -0.616  -0.6382
F 4.768 0.208 -1.285  -0.2565
S 0.239 -2.185 -0.297  0.3377
H -4.157 1.663 0.241  0.2045
H -4.402 -0.560 0.741  0.3056
H -1.735 2.334 -0.784  0.4406
H -2.542 -2.280 0.580  0.4788
H 0.030 0.854 -0.893  0.2821
H 3.005 -0.569 -0.539  0.5660

# 2
Computed, not measured: an isolated molecule of C5H7N in a non-equilibrium geometry, with ωB97M-V with the def2-TZVPD basis set.

The value obtained for the HOMO-LUMO gap is 8.97 eV. The SMILES is Cc1ccc[nH]1. As for the spin multiplicity: 1. The LUMO energy is 1.0 eV. The HOMO energy comes out at -7.927 eV. The relative energy (zero: lowest compared OMol25 entry of this formula, charge and spin) comes out at 12.03 kcal/mol.

Each line ends with the Mulliken charge.
Atoms and positions in Å:
C 1.902 -0.035 -0.062  -1.1342
C 0.433 0.073 0.155  0.3653
C -0.423 1.145 0.275  -0.4232
C -1.756 0.658 0.162  -0.4182
C -1.665 -0.701 -0.044  -0.4614
N -0.340 -1.037 0.017  -0.0878
H 2.370 -0.724 0.647  0.3038
H 2.103 -0.412 -1.076  0.2805
H 2.367 0.946 0.029  0.2969
H -0.117 2.181 0.344  0.3944
H -2.656 1.263 0.204  0.3856
H -2.188 -1.362 -0.709  0.2813
H -0.030 -1.994 0.057  0.2171

# 3
Computed, not measured: a cluster of 12 separate species, C4H34NO11 in total in a non-equilibrium geometry, with ωB97M-V with the def2-TZVPD basis set.

The value obtained for the HOMO-LUMO gap is 10.69 eV. As for the spin multiplicity: 1. The LUMO energy is -2.6 eV. The HOMO energy comes out at -13.243 eV. The net charge is +1. The relative energy (zero: lowest compared OMol25 entry of this formula, charge and spin) comes out at 155.40 kcal/mol.

Each line ends with the Mulliken charge.
Atoms and positions in Å:
C -1.201 -1.969 1.418  -1.0547
C -0.209 -2.265 0.251  0.4946
N 1.203 -2.016 0.822  0.1516
C 2.251 -2.058 -0.330  -0.2776
C 3.247 -0.962 -0.412  -1.4191
H -1.335 -2.801 1.973  0.4924
H -2.270 -1.901 1.092  0.2960
H -1.089 -1.034 2.062  0.3066
H -0.394 -3.238 0.001  0.5603
H -0.286 -1.670 -0.614  -0.5995
H 1.497 -2.715 1.632  0.4295
H 1.076 -1.023 1.147  0.0772
H 1.853 -2.378 -1.274  0.4329
H 2.503 -3.170 -0.133  0.3750
H 2.897 0.049 -0.497  0.2769
H 3.795 -0.967 0.510  0.3997
H 3.795 -0.998 -1.374  0.3659
H -2.188 -0.855 -4.543  0.2643
H -3.060 -0.069 -3.299  0.2010
O -2.251 -0.484 -3.634  -0.5475
H 1.201 2.972 -3.466  0.3030
H 0.937 2.052 -2.173  0.3466
O 1.654 2.578 -2.693  -0.6318
H -0.780 5.157 0.208  0.2735
H 0.450 5.045 -0.664  0.3213
O -0.137 4.569 -0.021  -0.5671
H 2.954 -0.687 2.953  0.3455
H 3.595 -1.986 3.418  0.2603
O 2.982 -1.616 2.847  -0.5666
H -4.599 -0.190 1.492  0.2435
H -4.899 -0.907 0.097  0.3206
O -4.499 -0.222 0.642  -0.5777
H -1.611 1.224 -2.636  0.1629
H -0.743 1.520 -3.893  0.3707
O -0.891 1.714 -2.879  -0.5994
H -1.145 0.824 2.523  0.2586
H -1.229 1.156 4.138  0.3218
O -1.189 0.541 3.411  -0.6884
H -4.093 0.398 -2.319  0.3753
H -4.451 1.742 -1.505  0.3335
O -4.106 1.444 -2.403  -0.6295
H -0.473 -0.690 -2.111  0.2456
H 0.760 0.000 -2.791  0.2842
O 0.542 -0.771 -2.108  -0.5911
H 0.660 1.776 0.854  0.2078
H 1.630 1.028 1.859  0.1797
O 1.178 0.991 1.056  -0.4663
H 2.157 1.468 3.208  0.2612
H 1.832 0.678 4.467  0.3475
O 2.479 0.716 3.692  -0.6708

# 4
Computed, not measured: a structure of composition C29H41Cl5P2Y in a non-equilibrium geometry, with ωB97M-V with the def2-TZVPD basis set.

The value obtained for the HOMO-LUMO gap (alpha / beta) is 5.64 / 5.53 eV. As for the spin multiplicity: 1. The LUMO energy (alpha / beta) is -3.7 / -3.7 eV. The HOMO energy (alpha / beta) comes out at -9.326 / -9.245 eV. The net charge is +1. The relative energy (zero: lowest compared OMol25 entry of this formula, charge and spin) comes out at 136.63 kcal/mol.

Each line ends with the Mulliken charge.
Atoms and positions in Å:
Y -0.006 3.159 -2.028  0.4563
C -0.822 -0.358 2.276  -0.1943
C -1.739 -1.294 1.713  0.8951
C 0.260 -1.497 0.571  0.2256
C 0.397 -0.454 1.540  1.1901
C -1.055 -2.033 0.699  0.2952
C -1.115 0.587 3.393  -1.0296
H -2.189 0.843 3.447  0.3294
H -0.524 1.508 3.284  0.3976
H -0.817 0.105 4.341  0.3720
C 1.556 0.423 1.767  -1.3635
H 1.431 1.096 2.627  0.2460
H 1.777 1.038 0.881  0.0322
H 2.436 -0.216 1.938  0.5042
C 1.244 -1.882 -0.455  -0.6653
H 1.743 -2.814 -0.130  0.4360
H 2.015 -1.094 -0.545  -0.4935
H 0.778 -2.041 -1.442  0.3333
C -1.600 -3.114 -0.161  -1.0415
H -1.336 -4.103 0.259  0.3555
H -1.173 -3.074 -1.183  0.3460
H -2.700 -3.055 -0.231  0.3110
C -3.180 -1.415 2.000  -1.8524
H -3.383 -2.252 2.679  0.3564
H -3.769 -1.590 1.088  0.3245
H -3.562 -0.511 2.476  0.3916
C -1.530 4.566 -2.455  0.2592
C -2.468 4.578 -1.410  -0.0859
C -3.941 4.708 -1.645  -1.4713
C -4.630 3.693 -2.606  -1.0812
C -3.864 2.434 -2.919  -0.0987
C -2.928 2.304 -3.883  -0.5656
C -2.319 3.399 -4.701  -1.0519
C -1.964 4.683 -3.911  -1.2959
H -4.155 5.727 -2.024  0.5060
H -4.926 4.236 -3.521  0.3595
H -4.483 4.659 -0.679  0.4811
H -2.800 5.388 -3.912  0.4062
H -0.543 5.152 -2.286  0.3816
H -2.181 5.068 -0.477  0.6140
H -1.105 5.186 -4.376  0.5293
H -1.397 3.014 -5.187  0.2859
H -2.791 1.301 -4.316  0.9654
H -2.996 3.699 -5.531  0.4071
H -5.594 3.401 -2.143  0.3662
H -4.320 1.521 -2.486  0.4781
P -1.304 2.068 0.756  1.4557
C -0.120 3.584 0.594  -2.2956
C -2.929 2.684 1.272  -1.3846
P -1.572 -0.457 -1.735  0.9943
C -1.789 1.383 -1.056  -1.3247
C -3.256 -0.936 -2.274  -1.6658
C -0.794 -0.166 -3.415  -1.1760
H 0.941 3.356 0.318  0.5024
H -0.079 3.924 1.648  0.5627
H -0.442 4.480 0.031  0.9409
H -3.532 3.133 0.475  0.0855
H -2.789 3.449 2.041  0.5111
H -3.486 1.850 1.726  0.3358
H -0.926 0.879 -3.772  0.0736
H -1.247 -0.848 -4.166  0.4597
H 0.288 -0.410 -3.323  0.2655
H -1.778 2.138 -1.918  0.1220
H -2.880 1.357 -0.965  0.4254
H -3.229 -1.992 -2.608  0.4818
H -3.662 -0.296 -3.085  0.3880
H -3.902 -0.885 -1.390  0.3013
Cl 3.867 0.044 -0.292  -0.2404
C 4.079 1.129 -1.614  0.5667
C 3.065 1.953 -2.069  -1.0462
C 3.292 2.758 -3.146  0.9174
Cl 1.915 3.810 -3.743  -0.3564
C 4.558 2.794 -3.826  -0.0878
Cl 4.827 3.816 -5.178  -0.1908
C 5.618 1.966 -3.351  0.2639
Cl 7.158 1.959 -4.111  -0.1650
C 5.374 1.135 -2.230  -0.1071
Cl 6.628 0.143 -1.608  -0.1601

# 5
Computed, not measured: a structure of composition C19H15F5N5OS2Sr, with ωB97M-V with the def2-TZVPD basis set.

The expectation value of S² is 0.7660. The value obtained for the HOMO-LUMO gap (alpha / beta) is 4.93 / 6.54 eV. As for the spin multiplicity: 2. The LUMO energy (alpha / beta) is -0.5 / -0.5 eV. The HOMO energy (alpha / beta) comes out at -5.464 / -7.073 eV.

Each line ends with the Mulliken charge.
Atoms and positions in Å:
Sr -0.446 -0.608 -0.246  1.7620
C 1.698 3.682 0.082  -1.7903
C 1.363 2.260 -0.241  0.3071
N 0.561 1.514 0.539  -0.1724
N -0.014 2.161 1.625  -0.4005
C -0.643 1.471 2.570  0.4740
N -1.274 2.218 3.519  -0.4696
S -0.668 -0.235 2.687  -0.5145
C 1.860 1.612 -1.404  0.6501
C 2.625 2.297 -2.392  -0.8930
C 3.050 1.646 -3.512  -0.3935
C 2.731 0.285 -3.694  -1.1585
C 1.988 -0.314 -2.708  0.0151
N 1.548 0.281 -1.591  0.1141
H 1.834 3.817 1.159  0.5016
H 0.936 4.397 -0.250  0.3094
H 2.637 3.989 -0.373  0.4204
H -0.067 3.170 1.626  0.2782
H -1.596 3.143 3.284  0.2099
H -1.861 1.700 4.149  0.2327
H 2.848 3.346 -2.268  0.2076
H 3.618 2.188 -4.258  0.4096
H 3.035 -0.271 -4.568  0.4195
H 1.700 -1.357 -2.826  0.3045
F -3.701 -0.295 -6.709  -0.3090
C -3.589 -0.217 -5.379  0.5735
C -2.406 -0.561 -4.751  -0.0971
F -1.358 -0.974 -5.473  -0.3030
C -2.330 -0.472 -3.376  0.2307
F -1.128 -0.813 -2.828  -0.0178
C -3.370 -0.064 -2.549  -0.0310
S -3.245 -0.017 -0.780  -0.5084
C -4.537 0.275 -3.227  0.3168
F -5.618 0.687 -2.557  -0.3337
C -4.655 0.207 -4.606  0.1223
F -5.804 0.547 -5.196  -0.2931
O 0.334 -2.800 -0.441  -0.9981
N 1.533 -3.315 -0.524  0.5603
C 1.850 -4.068 -1.593  -0.0607
C 3.116 -4.604 -1.704  -0.7836
C 4.053 -4.362 -0.716  -0.1261
C 3.700 -3.578 0.370  -0.7889
C 2.426 -3.060 0.453  -0.1681
H 1.039 -4.185 -2.295  0.4685
H 3.344 -5.202 -2.575  0.4062
H 5.048 -4.777 -0.794  0.4015
H 4.400 -3.351 1.161  0.4026
H 2.050 -2.437 1.250  0.5127

# 6
Computed, not measured: a cluster of 16 separate species, C31H62N19O34 in total in a non-equilibrium geometry, with ωB97M-V with the def2-TZVPD basis set.

The value obtained for the HOMO-LUMO gap is 9.22 eV. As for the spin multiplicity: 1. The LUMO energy is -2.7 eV. The HOMO energy comes out at -11.913 eV. The net charge is +1. The relative energy (zero: lowest compared OMol25 entry of this formula, charge and spin) comes out at 0.00 kcal/mol.

Each line ends with the Mulliken charge.
Atoms and positions in Å:
C -0.852 2.406 5.460  -1.5403
C -0.540 1.534 4.282  0.8043
O 0.004 1.952 3.307  -0.4552
N -0.883 0.127 4.410  -0.1151
C -2.299 -0.133 4.651  0.4943
C -2.680 -1.572 4.868  -1.2109
O -3.119 0.734 4.660  -0.5298
N -0.485 -0.600 3.289  1.2616
C -0.876 -0.477 1.949  -0.4654
C -1.824 0.555 1.431  0.8834
C -2.641 -0.006 0.287  -0.7422
N -2.733 0.679 -0.770  -0.4698
C -0.223 -1.441 1.263  -0.6415
N 0.547 -2.151 2.180  0.6205
C 0.376 -1.613 3.369  -0.2146
O 0.994 -2.067 4.462  -0.5248
C 2.358 -1.694 4.601  -0.1206
O 2.946 -2.105 5.527  -0.4568
C 2.964 -0.755 3.616  0.4254
C 3.565 -1.248 2.466  0.5608
C 4.105 -0.377 1.537  -0.9800
C 4.069 0.995 1.738  -0.9418
C 3.460 1.484 2.883  -0.9007
C 2.921 0.618 3.814  -0.0640
H -1.890 2.714 5.349  0.3081
H -0.732 1.880 6.404  0.2792
H -0.249 3.301 5.391  0.4675
H -2.505 -1.874 5.898  0.3048
H -2.124 -2.253 4.227  0.3373
H -3.721 -1.667 4.588  0.3667
H -1.201 1.353 1.029  0.3207
H -2.422 1.004 2.216  -0.6002
H -3.115 -0.989 0.428  0.4821
H -3.298 0.146 -1.435  0.2411
H -0.275 -1.659 0.214  0.8678
H 1.157 -2.973 2.043  0.3203
H 3.612 -2.303 2.240  0.2157
H 4.562 -0.741 0.628  0.5028
H 4.507 1.661 1.013  0.5375
H 3.408 2.548 3.044  0.6625
H 2.452 0.998 4.712  0.7470
C 5.882 3.538 5.495  -0.4444
N 6.575 3.589 4.179  0.9503
O 6.064 3.001 3.241  -0.5451
O 7.608 4.214 4.128  -0.5501
H 4.981 2.945 5.387  0.0988
H 6.566 3.083 6.204  0.2963
H 5.646 4.555 5.783  0.1947
C -0.521 1.748 -3.502  0.2728
N 0.329 0.892 -4.363  1.0349
O 0.595 -0.232 -3.987  -0.5779
O 0.692 1.387 -5.407  -0.5864
H -0.789 1.198 -2.608  -0.1097
H 0.051 2.637 -3.253  0.3015
H -1.400 2.000 -4.077  -0.3132
C -3.188 0.390 8.427  -0.5005
N -1.834 0.065 8.960  0.9288
O -1.721 -0.923 9.647  -0.5350
O -0.932 0.827 8.666  -0.5430
H -3.883 -0.368 8.770  0.3157
H -3.461 1.370 8.806  0.3075
H -3.123 0.400 7.343  0.0366
C 0.044 3.241 -8.065  -0.4870
N -1.208 3.617 -8.780  0.9273
O -2.232 3.037 -8.475  -0.5120
O -1.122 4.482 -9.624  -0.5714
H -0.190 2.464 -7.347  0.0683
H 0.751 2.888 -8.809  0.3246
H 0.414 4.131 -7.567  0.2714
C -4.379 3.200 -6.043  -0.7154
N -3.373 3.236 -4.950  0.9232
O -2.354 3.865 -5.140  -0.5155
O -3.640 2.620 -3.936  -0.5207
H -4.003 3.782 -6.876  0.2821
H -4.512 2.158 -6.321  0.2163
H -5.300 3.622 -5.650  0.2845
C 2.581 -6.032 0.043  -0.8790
N 2.412 -4.592 0.336  1.0052
O 2.510 -3.796 -0.558  -0.5157
O 2.179 -4.280 1.507  -0.7267
H 2.782 -6.145 -1.013  0.3250
H 3.408 -6.388 0.638  0.3627
H 1.656 -6.531 0.319  0.3059
C -2.955 -4.884 -0.827  -0.8708
N -2.873 -3.426 -0.544  0.9539
O -2.730 -2.674 -1.481  -0.4691
O -2.959 -3.077 0.623  -0.5281
H -2.865 -5.033 -1.894  0.3326
H -2.140 -5.368 -0.298  0.3048
H -3.917 -5.231 -0.461  0.3038
C 6.430 -4.183 1.681  -0.3216
N 6.425 -5.385 0.803  0.9067
O 5.356 -5.751 0.334  -0.5803
O 7.484 -5.925 0.610  -0.5342
H 5.416 -3.810 1.762  -0.1169
H 6.813 -4.490 2.650  0.3079
H 7.083 -3.447 1.221  0.3116
C -1.940 -1.374 -7.475  -0.8076
N -2.690 -0.412 -6.620  0.8578
O -2.089 0.547 -6.180  -0.3685
O -3.866 -0.643 -6.423  -0.5963
H -0.917 -1.032 -7.559  0.2765
H -1.989 -2.344 -7.000  0.3156
H -2.427 -1.382 -8.437  0.3598
C -4.521 -3.683 -10.455  -0.7377
N -3.438 -3.744 -9.437  0.8853
O -2.412 -3.129 -9.656  -0.5251
O -3.649 -4.406 -8.444  -0.5077
H -4.187 -3.058 -11.275  0.3066
H -4.712 -4.698 -10.788  0.2934
H -5.397 -3.261 -9.972  0.2968
C -4.174 3.085 2.214  -0.0291
N -3.757 4.508 2.074  0.9788
O -3.207 4.835 1.046  -0.5383
O -4.000 5.238 3.012  -0.5738
H -3.897 2.554 1.309  0.1043
H -3.659 2.684 3.083  -0.1866
H -5.249 3.071 2.359  0.3260
C 2.941 7.070 7.972  -0.6284
N 3.969 6.352 7.175  0.9233
O 4.382 5.287 7.590  -0.5602
O 4.335 6.877 6.143  -0.5353
H 2.719 6.481 8.855  0.3473
H 3.351 8.038 8.240  0.2446
H 2.068 7.180 7.348  0.2269
C 0.864 -4.830 -8.510  -0.6234
N 1.168 -3.781 -7.497  0.7998
O 2.321 -3.632 -7.165  -0.5101
O 0.223 -3.142 -7.077  -0.4793
H 1.791 -5.313 -8.793  0.3120
H 0.176 -5.535 -8.053  0.2019
H 0.401 -4.336 -9.359  0.2462
C 1.654 9.722 4.530  -0.7215
N 0.804 9.162 5.615  0.8759
O -0.338 8.866 5.351  -0.5110
O 1.327 9.034 6.708  -0.5473
H 1.061 9.775 3.624  0.3080
H 1.976 10.709 4.847  0.3014
H 2.504 9.057 4.407  0.2745
C -1.834 -7.880 -4.264  -0.6833
N -0.908 -7.697 -3.113  0.8617
O -1.347 -7.169 -2.105  -0.5091
O 0.226 -8.088 -3.253  -0.5155
H -2.806 -7.486 -3.992  0.2941
H -1.413 -7.340 -5.106  0.2483
H -1.887 -8.944 -4.471  0.3045